A molecular structure, C2HFO2Zn in a non-equilibrium geometry, computed with the ωB97M-V functional and the def2-TZVPD basis.

As for the spin multiplicity: 2. As for the energy relative to the best compared isomer or geometry (same formula, charge and spin): 0.00 kcal per mole. Its total energy is -57309.1882 eV. As for the total charge: +1. As for the HOMO-LUMO gap (spin up / spin down): 0.202 / 0.294 Ha. The expectation value of S² is 0.758. For the max |F|, the calculation gives 0.0714 hartree/bohr.

Positions of all 7 atoms, in Å:
Zn (3.059, 0.506, 0.062)
F (-0.708, -1.361, 0.148)
O (0.190, 0.972, 0.011)
O (1.391, -2.311, 0.067)
C (1.164, 0.066, -0.124)
C (0.752, -1.301, -0.056)
H (-0.726, 0.481, 0.117)

Atom-resolved charges from natural (NBO), all expressed in e:
1 Zn 1.34
2 F -0.37
3 O -0.59
4 O -0.43
5 C -0.20
6 C 0.70
7 H 0.55

***

2 unconnected molecules or ions with the total composition C2HFO3 in a non-equilibrium geometry, computed with the ωB97M-V functional and the def2-TZVPD basis.

As for the energy relative to the best compared isomer or geometry (same formula, charge and spin): 17.09 kcal per mole. Its total energy is -10949.9948 eV. As for the total charge: 0. Its SMILES is O=C=O.O=CF. As for the HOMO-LUMO gap: 0.450 Ha. For the max |F|, the calculation gives 0.0835 hartree/bohr.

Positions of all 7 atoms, in Å:
F (0.968, -1.051, -0.869)
O (0.227, 0.869, -1.378)
O (1.480, 0.733, 0.715)
O (3.514, 1.413, 1.523)
C (0.063, -0.067, -0.737)
C (2.505, 1.095, 1.085)
H (-0.742, -0.510, 0.036)

Atom-resolved charges from natural (NBO), all expressed in e:
1 F -0.37
2 O -0.52
3 O -0.54
4 O -0.49
5 C 0.74
6 C 1.05
7 H 0.14

***

A molecular structure, C2HFORh in a non-equilibrium geometry, computed with the ωB97M-V functional and the def2-TZVPD basis.

As for the spin multiplicity: 5. Its total energy is -9845.4313 eV. As for the total charge: +1. As for the HOMO-LUMO gap (spin up / spin down): 0.345 / 0.277 Ha. The expectation value of S² is 6.020. For the max |F|, the calculation gives 0.1070 hartree/bohr.

Positions of all 6 atoms, in Å:
Rh (1.063, 1.306, -0.145)
F (-1.873, -0.139, 0.334)
O (1.611, -0.557, -0.083)
C (0.258, -0.931, -0.268)
C (-0.556, 0.118, -0.018)
H (1.160, -1.638, 0.510)

Atom-resolved charges from natural (NBO), all expressed in e:
1 Rh 1.03
2 F -0.25
3 O -0.60
4 C 0.15
5 C 0.15
6 H 0.53

***

A molecular structure, C2HFOTl in a non-equilibrium geometry, computed with the ωB97M-V functional and the def2-TZVPD basis.

As for the energy relative to the best compared isomer or geometry (same formula, charge and spin): 106.83 kcal per mole. Its total energy is -11534.3205 eV. As for the total charge: +1. As for the HOMO-LUMO gap (spin up / spin down): 0.273 / 0.261 Ha. For the max |F|, the calculation gives 0.1156 hartree/bohr.

Positions of all 6 atoms, in Å:
Tl (2.917, 1.009, 0.594)
F (-2.414, -0.370, -0.104)
O (0.880, 0.159, 0.182)
C (-0.250, 0.610, -0.106)
C (-1.139, -0.272, -0.415)
H (0.005, -1.135, -0.151)

Atom-resolved charges from natural (NBO), all expressed in e:
1 Tl 0.97
2 F -0.23
3 O -0.73
4 C 0.44
5 C 0.21
6 H 0.33

***

A molecular structure, C2HI2O2 in a non-equilibrium geometry, computed with the ωB97M-V functional and the def2-TZVPD basis.

As for the energy relative to the best compared isomer or geometry (same formula, charge and spin): 0.00 kcal per mole. Its total energy is -22387.7098 eV. As for the total charge: -1. As for the HOMO-LUMO gap: 0.275 Ha. For the max |F|, the calculation gives 0.0589 hartree/bohr.

Positions of all 7 atoms, in Å:
I (-1.909, 1.495, -0.885)
I (-1.027, -1.884, -0.821)
O (0.759, -1.013, 1.384)
O (1.253, 1.185, 1.097)
C (-0.319, 0.038, -0.465)
C (0.687, 0.096, 0.950)
H (0.557, 0.082, -1.260)

Atom-resolved charges from natural (NBO), all expressed in e:
1 I 0.03
2 I 0.09
3 O -0.70
4 O -0.73
5 C -0.72
6 C 0.81
7 H 0.22

***

A gas-phase ion, C2HI2O3P (charge -2) in a non-equilibrium geometry, computed with the ωB97M-V functional and the def2-TZVPD basis.

As for the energy relative to the best compared isomer or geometry (same formula, charge and spin): 29.51 kcal per mole. Its total energy is -33722.9231 eV. As for the total charge: -2. Its SMILES is O=P([O-])([O-])/C(I)=C/I. As for the HOMO-LUMO gap: 0.189 Ha. For the max |F|, the calculation gives 0.0812 hartree/bohr.

Positions of all 9 atoms, in Å:
I (4.098, -0.647, -0.131)
I (1.735, 2.309, 0.063)
P (0.021, -2.167, 0.114)
O (-0.697, -1.735, -1.173)
O (0.773, -3.472, 0.116)
O (-0.674, -1.786, 1.359)
C (1.471, -0.796, -0.055)
C (0.921, 0.335, -0.087)
H (-0.189, 0.152, -0.249)

Results of the natural (NBO) charge analysis, in e, for atoms 1 through 8:
1 I -0.39
2 I 0.00
3 P 2.37
4 O -1.19
5 O -1.21
6 O -1.20
7 C -0.14
8 C -0.59

***

A gas-phase ion, C2HI2O4S (charge -1) in a non-equilibrium geometry, computed with the ωB97M-V functional and the def2-TZVPD basis.

As for the energy relative to the best compared isomer or geometry (same formula, charge and spin): 17.27 kcal per mole. Its total energy is -37317.9694 eV. As for the total charge: -1. As for the HOMO-LUMO gap: 0.277 Ha. For the max |F|, the calculation gives 0.0930 hartree/bohr.

Positions of all 10 atoms, in Å:
I (-5.117, -0.788, 0.037)
I (-1.693, -1.873, 1.422)
S (-2.581, -0.664, -0.596)
O (0.113, -0.008, -3.066)
O (-2.573, -1.627, -1.583)
O (1.708, -0.559, -0.228)
O (-0.983, 0.315, -1.128)
C (-0.048, -0.175, -1.896)
C (1.018, -1.008, -1.128)
H (1.159, -2.033, -1.479)

Results of the natural (NBO) charge analysis, in e, for atoms 1 through 8:
1 I -0.48
2 I -0.22
3 S 1.35
4 O -0.59
5 O -0.92
6 O -0.52
7 O -0.77
8 C 0.71

***

A molecular structure, C2HLiO2Tb in a non-equilibrium geometry, computed with the ωB97M-V functional and the def2-TZVPD basis.

As for the spin multiplicity: 7. As for the energy relative to the best compared isomer or geometry (same formula, charge and spin): 21.80 kcal per mole. Its total energy is -28788.8955 eV. As for the total charge: +3. As for the HOMO-LUMO gap (spin up / spin down): 0.265 / 0.300 Ha. The expectation value of S² is 13.008. For the max |F|, the calculation gives 0.1214 hartree/bohr.

Positions of all 7 atoms, in Å:
Tb (-3.384, 0.217, 0.487)
O (3.194, 0.796, 1.055)
O (-1.329, -0.258, -0.115)
C (-0.429, 0.123, -0.958)
C (2.310, 0.180, 0.720)
Li (0.520, -1.458, 0.748)
H (-0.882, 0.400, -1.937)

Atom-resolved charges from Löwdin, all expressed in e:
1 Tb 2.03
2 O 0.17
3 O -0.43
4 C 0.25
5 C 0.02
6 Li 0.80
7 H 0.16